1.
C29H57Li2O10 as an isolated structure at a distorted geometry, computed with ωB97M-V with the def2-TZVPD basis set.

Geometry as XYZ:
```
98
Properties=species:S:1:pos:R:3:mulliken_spin:R:1
Li -2.35034 0.23510 -1.71387 0.3794
Li -3.46417 -1.63987 0.37023 1.2468
O 0.68404 -0.72046 0.42321 -0.0812
C -0.37588 -0.92372 -0.32410 -0.8834
O -1.33404 -1.56488 0.02817 -0.1239
O -0.40362 -0.34239 -1.39289 0.0813
H 1.23895 -0.32755 -0.25451 0.0156
C 4.70863 1.81609 -1.11841 0.0006
C 3.50288 2.70462 -1.60120 -0.0008
C 2.28312 1.73289 -1.57736 -0.0026
O 2.76373 0.51960 -0.96278 0.0123
C 4.00718 0.68727 -0.34216 0.0035
H 5.45667 2.37920 -0.56034 -0.0001
H 5.27164 1.47841 -1.98852 0.0001
H 3.65316 3.11409 -2.60012 -0.0001
H 3.32021 3.53364 -0.91750 -0.0001
H 1.75735 1.51966 -2.50806 0.0003
H 1.47035 2.08807 -0.94384 0.0050
H 4.56899 -0.23525 -0.19574 -0.0001
H 3.83049 1.04253 0.67305 -0.0019
C -0.96418 0.37547 4.72984 0.0080
C -2.36510 0.69844 5.26360 0.0050
C -2.87167 1.66590 4.24701 -0.0066
O -2.28652 1.21447 2.98989 -0.0215
C -1.15175 0.36298 3.21506 -0.0385
H -0.50762 -0.53860 5.10951 -0.0007
H -0.31225 1.21549 4.96956 0.0006
H -2.44214 1.16323 6.24653 -0.0012
H -3.00291 -0.18496 5.23347 0.0027
H -2.48841 2.66212 4.46780 -0.0003
H -3.95443 1.79023 4.26361 -0.0010
H -0.29482 0.80017 2.70258 0.0094
H -1.48861 -0.60844 2.85316 0.0391
C -1.56213 0.23264 -5.88544 -0.0055
C -2.44566 -0.97877 -5.63815 0.0307
C -2.70254 -1.00916 -4.14933 0.0862
O -2.35525 0.25847 -3.62283 0.0480
C -1.38392 0.91918 -4.46792 0.0408
H -2.18005 0.82721 -6.55832 0.0003
H -0.60851 0.03119 -6.37342 -0.0075
H -1.96306 -1.85559 -6.06987 0.0039
H -3.41162 -0.79746 -6.10948 0.0024
H -2.03933 -1.73061 -3.67208 -0.0775
H -3.69051 -1.33884 -3.82787 0.0307
H -0.41358 0.67629 -4.03484 0.0059
H -1.49542 2.00292 -4.43384 0.0137
C -3.43523 -4.47416 3.37185 0.0085
C -3.84470 -5.33971 2.20935 0.0038
C -4.01149 -4.36512 1.06382 -0.0229
O -3.80983 -3.06428 1.66063 0.0306
C -3.00335 -3.13436 2.78046 0.0554
H -2.67069 -4.96898 3.97079 0.0017
H -4.22283 -4.24111 4.08841 -0.0004
H -4.73592 -5.91693 2.45558 0.0046
H -3.05914 -6.07882 2.05218 -0.0030
H -4.98598 -4.44566 0.58216 -0.0087
H -3.36439 -4.57389 0.21189 0.0311
H -3.09697 -2.32590 3.50554 0.0053
H -1.95154 -3.08250 2.49920 -0.0142
C 4.60244 1.19755 3.62015 0.0000
C 4.06134 -0.22869 3.65528 0.0002
C 2.64221 -0.09134 3.06326 -0.0039
O 2.47385 1.28404 2.81735 0.0033
C 3.31879 2.02645 3.68006 0.0002
H 5.15435 1.45242 2.71542 0.0000
H 5.31205 1.41522 4.41839 0.0000
H 3.95174 -0.64613 4.65620 0.0000
H 4.68369 -0.96338 3.14438 0.0000
H 1.95726 -0.53747 3.78430 -0.0009
H 2.57464 -0.72373 2.17805 0.0021
H 2.94476 2.10900 4.70055 0.0000
H 3.34183 3.03550 3.26850 0.0000
C 2.43358 -2.21729 -4.19787 0.0011
C 2.09081 -1.82666 -5.62367 0.0001
C 1.00528 -2.77644 -5.98050 0.0003
O 0.25078 -3.01261 -4.75007 -0.0021
C 1.06994 -2.63233 -3.66065 0.0246
H 2.78814 -1.36515 -3.61801 -0.0005
H 3.16061 -3.02102 -4.08146 0.0001
H 2.97971 -1.78897 -6.25340 -0.0002
H 1.73620 -0.79607 -5.60830 -0.0001
H 1.32754 -3.79475 -6.19795 -0.0001
H 0.38005 -2.38335 -6.78217 0.0002
H 1.13721 -3.48142 -2.98049 -0.0038
H 0.67096 -1.76689 -3.13157 0.0032
C -0.78215 5.09136 0.98854 0.0008
C 0.00789 3.91221 0.50466 0.0183
C -1.01898 2.79293 0.48092 0.0182
O -2.15225 3.20193 1.32612 0.0073
C -1.83533 4.49193 1.93486 0.0084
H -1.27099 5.63500 0.18009 0.0000
H -0.17207 5.82983 1.50870 -0.0010
H 0.79727 3.62376 1.19876 -0.0010
H 0.43050 4.02322 -0.49393 -0.0005
H -0.50048 1.87391 0.75418 -0.0007
H -1.35668 2.60834 -0.53888 0.0167
H -1.49705 4.37417 2.96434 0.0006
H -2.71474 5.13534 1.96252 -0.0002
```

Calculated values
DFT total energy ... -1906.5360 hartree
LUMO (spin up / spin down) ... 0.5 / 0.5 eV
<S²> ... 0.750
Spin multiplicity ... 2
Total charge ... 0
Max |F| ... 5.3 eV/A



2.
An isolated ion of composition C19H31N6O2 and charge +1 at a distorted geometry, computed with ωB97M-V with the def2-TZVPD basis set.

Geometry as XYZ:
```
58
Properties=species:S:1:pos:R:3:lowdin_charge:R:1
C -2.63281 -4.60583 0.05637 -0.0908
H -2.33246 -5.25269 0.87502 0.0793
C -2.12442 -3.18804 0.29765 -0.2595
H -1.04112 -3.23342 0.42016 0.0989
H -2.56915 -2.79806 1.21290 0.0914
C -2.49557 -2.28686 -0.88180 -0.1341
H -1.87510 -2.53222 -1.74555 0.1198
H -3.52630 -2.52068 -1.16268 0.1346
C -2.47402 -0.76559 -0.66705 -0.1727
C -3.46548 -0.32744 0.35232 -0.2543
N -3.64453 -0.82518 1.55592 0.0826
N -4.62171 -0.12990 2.11310 -0.0008
N -5.04902 0.76489 1.33431 0.0715
N -4.35379 0.69307 0.19789 -0.0541
C -4.52267 1.65149 -0.85569 -0.0796
C -3.60697 2.85606 -0.63887 -0.1723
H -3.83192 3.61440 -1.39799 0.1373
H -3.79307 3.28719 0.35402 0.1399
O -2.24260 2.46691 -0.74322 -0.2347
C -1.37725 3.58531 -0.62669 -0.0709
H -1.47774 4.05366 0.35666 0.1049
H -0.35879 3.22529 -0.75948 0.0735
H -1.59808 4.32647 -1.39831 0.1023
H -5.55950 1.99140 -0.82547 0.1430
H -4.32123 1.18232 -1.82138 0.1341
H -2.75497 -0.30714 -1.62456 0.1531
N -1.13884 -0.15108 -0.33432 -0.0426
H -1.31833 0.87275 -0.40104 0.1396
C -0.08584 -0.48237 -1.32016 -0.0720
C 1.14333 0.38468 -1.05151 -0.1233
N 1.60674 0.15312 0.29331 -0.1048
C 2.96912 0.40453 0.57613 -0.2264
C 3.92715 -0.27195 -0.16380 0.0528
C 5.28678 -0.08958 0.08285 -0.2702
C 5.68496 0.77458 1.09972 -0.0188
C 4.72398 1.43676 1.84038 -0.0663
C 3.37457 1.26924 1.58836 -0.0385
H 2.65625 1.81818 2.17590 0.1015
H 5.03434 2.10735 2.62686 0.1122
H 6.72696 0.93426 1.32057 0.1066
O 6.12056 -0.79954 -0.71300 -0.0749
C 7.51239 -0.68949 -0.50860 -0.0743
H 7.96917 -1.34720 -1.24564 0.0966
H 7.79621 -1.01818 0.49518 0.0990
H 7.86102 0.33440 -0.67201 0.0984
H 3.64909 -0.96924 -0.93794 0.1244
C 0.60149 0.49676 1.26675 -0.1337
C -0.61417 -0.39887 1.03071 -0.0692
H -0.31072 -1.44117 1.10704 0.1294
H -1.39279 -0.20749 1.76894 0.1293
H 0.98911 0.29615 2.26558 0.1413
H 0.29632 1.55776 1.21497 0.1337
H 1.93058 0.12574 -1.75829 0.1317
H 0.87892 1.44603 -1.21724 0.1249
H 0.17941 -1.53354 -1.20457 0.1439
H -0.46302 -0.30563 -2.32877 0.1481
H -2.22694 -5.01190 -0.86739 0.0792
H -3.71752 -4.62051 -0.00655 0.0804
```

Calculated values
DFT total energy ... -1221.3264 hartree
LUMO ... -2.3 eV
SMILES ... CCC[C@@H](c1nnnn1CCOC)[NH+]1CCN(c2cccc(OC)c2)CC1
Energy relative to the best compared isomer or geometry (same formula, charge and spin) ... 0.0 kJ/mol
Total charge ... +1
Max |F| ... 1.6 eV/A



3.
A 2-piece molecular cluster, CH3INO overall at a distorted geometry, computed with ωB97M-V with the def2-TZVPD basis set.

Geometry as XYZ:
```
7
Properties=species:S:1:pos:R:3:lowdin_charge:R:1
C 0.15690 -0.08421 0.18031 -0.4115
N 0.46993 -0.51253 1.45027 -0.5016
O 0.84499 1.14894 2.40044 -0.5676
I -1.26213 -1.17100 2.71367 0.3413
H -0.74284 0.45644 0.13301 0.0220
H 0.99591 0.47980 -0.12385 0.0532
H -0.04792 -0.84143 -0.60975 0.0642
```

Calculated values
DFT total energy ... -467.4318 hartree
LUMO (spin up / spin down) ... 3.3 / 3.3 eV
Energy relative to the best compared isomer or geometry (same formula, charge and spin) ... 566.2 kJ/mol
Total charge ... -1
Max |F| ... 5.3 eV/A



4.
A single C2H4N2O3 molecule at a distorted geometry, computed with ωB97M-V with the def2-TZVPD basis set.

Geometry as XYZ:
```
11
Properties=species:S:1:pos:R:3:lowdin_charge:R:1
C -0.82352 -0.76338 -0.15915 -0.5045
C 2.00759 0.91131 0.20605 -0.3117
H -2.59633 0.32119 -0.67416 0.2007
H -2.49215 -1.29963 -1.35896 0.1404
H 0.80277 0.55179 1.94254 0.1902
H 1.70211 0.82251 -0.97852 0.1918
N -1.76237 -0.44696 -1.22162 0.0499
N 0.99409 0.23705 0.92504 0.0058
O -0.42052 -1.95121 -0.08938 0.0445
O -0.36708 0.42264 0.54487 -0.0775
O 2.95541 1.19470 0.86329 0.0705
```

Calculated values
DFT total energy ... -413.7233 hartree
LUMO ... 0.3 eV
SMILES ... NC(=O)ONC=O
Energy relative to the best compared isomer or geometry (same formula, charge and spin) ... 442.2 kJ/mol
Total charge ... 0
Max |F| ... 6.7 eV/A



5.
A single C5H14N2O molecule at a distorted geometry, computed with ωB97M-V with the def2-TZVPD basis set.

Geometry as XYZ:
```
22
Properties=species:S:1:pos:R:3:lowdin_charge:R:1
C 2.08671 0.66363 0.19729 -0.0883
N 1.13442 -0.33130 -0.24224 -0.1837
O 1.10219 -0.30345 -1.68145 -0.0721
H 1.52651 -1.12695 -1.95720 0.0995
H -0.33633 1.60157 0.70164 0.1022
H 2.18817 0.60061 1.27822 0.0774
H 1.80601 1.68696 -0.08506 0.0804
H 3.05028 0.43205 -0.26102 0.0856
C -1.38641 1.39429 -1.03253 -0.1147
C -1.09513 -1.45819 -0.34276 -0.0335
C -0.12533 -0.71442 1.83263 -0.0370
C -0.29535 -0.36052 0.35362 -0.5704
N -0.95179 0.91167 0.26748 -0.0539
H -2.19152 0.76256 -1.40481 0.0743
H -0.58527 1.42590 -1.77970 0.0711
H -1.77735 2.40295 -0.90413 0.0783
H -0.65593 -2.42631 -0.11714 0.0856
H -2.12110 -1.43503 0.01479 0.0899
H 0.52916 -1.57524 1.93555 0.0850
H 0.29188 0.11783 2.39327 0.0705
H -1.09910 -0.95262 2.25330 0.0842
H -1.09469 -1.31598 -1.41976 0.0697
```

Calculated values
DFT total energy ... -383.5873 hartree
LUMO ... 0.9 eV
SMILES ... CNC(C)(C)N(C)O
Energy relative to the best compared isomer or geometry (same formula, charge and spin) ... 297.8 kJ/mol
Total charge ... 0
Max |F| ... 1.7 eV/A



6.
A single C3H4N2OS2 molecule at a distorted geometry, computed with ωB97M-V with the def2-TZVPD basis set.

Geometry as XYZ:
```
12
Properties=species:S:1:pos:R:3:lowdin_charge:R:1
C 0.35514 0.23729 0.38043 -0.1502
C -0.67108 0.67345 1.15924 -0.6279
C -0.56656 -1.14755 -1.36487 -0.3805
N 0.40622 -0.47897 -0.79081 -0.3376
N 1.71305 -0.47103 -1.38794 0.0349
O -0.50992 0.71995 2.45237 0.0104
S -2.10718 -0.82389 -0.58916 0.4617
S -2.40775 0.87674 0.39240 0.4956
H 1.32309 0.26407 0.79895 0.1125
H 1.77967 -1.29225 -2.07099 0.1105
H 1.97241 0.37888 -1.97383 0.1161
H -1.28710 1.06330 2.99421 0.1544
```

Calculated values
DFT total energy ... -1097.6887 hartree
LUMO ... 0.0 eV
Energy relative to the best compared isomer or geometry (same formula, charge and spin) ... 435.3 kJ/mol
Total charge ... 0
Max |F| ... 3.9 eV/A



Question: The highest DFT total energy belongs to which entry?
Answer: C5H14N2O